ORCA calculation (ωB97M-V/def2-TZVPD) on a molecular structure, C20H20Br30F3N2O2 in a non-equilibrium geometry.

```
77
Properties=species:S:1:pos:R:3
N 3.21148 -0.75943 -0.13422
C 3.82101 0.49293 0.15702
C 5.12717 0.72011 -0.26575
C 5.73699 1.93247 0.03106
C 7.17737 2.11429 -0.41225
O 7.80422 1.17016 -0.81311
O 7.71895 3.37074 -0.34139
C 4.99154 2.90383 0.71650
C 3.71570 2.61254 1.10074
N 3.13430 1.42923 0.83090
C 1.76889 1.12243 1.29314
C 0.72780 2.26887 1.09624
C -0.02404 2.08905 -0.21043
F -0.70224 0.92438 -0.36314
C 0.03225 3.09438 -1.13123
F 1.21488 3.39910 -1.64979
F -0.98000 3.83093 -1.50934
H 3.34447 -0.88603 -1.13497
H 3.65064 -1.50502 0.39832
H 5.68461 -0.05099 -0.79283
H 8.40720 3.33803 0.34076
H 5.48180 3.84868 0.94516
H 3.13670 3.36403 1.66239
H 1.35521 0.21093 0.85577
H 1.83996 0.93651 2.38059
H -0.03487 2.11763 1.87828
H 1.13334 3.28025 1.19162
C -4.83064 2.18381 -2.40153
Br -5.33329 0.72322 -3.55340
Br -3.33526 1.69701 -1.28645
Br -4.51281 3.80717 -3.39021
H -5.66563 2.37199 -1.73824
C 0.92355 -3.24503 -2.19269
Br 0.10977 -1.76094 -1.27294
Br -0.23437 -4.78424 -2.23483
Br 1.53010 -2.74703 -3.95085
H 1.79832 -3.52633 -1.62622
C -7.53404 -1.30626 -0.95082
Br -6.98961 -0.01741 0.37705
Br -6.57249 -2.96303 -0.74555
Br -9.44442 -1.55998 -0.95650
H -7.26389 -0.90396 -1.91826
C 3.21413 3.66927 5.52140
Br 2.22523 5.31749 5.50755
Br 3.46201 2.99980 3.71344
Br 4.88037 3.82033 6.46912
H 2.61182 2.93907 6.04875
C -2.03336 2.75455 4.53735
Br -0.10601 2.88479 4.64148
Br -2.68222 3.31869 2.81085
Br -2.65212 0.98874 4.99296
H -2.43793 3.43734 5.27282
C -3.57749 -3.74040 2.00869
Br -4.03380 -5.27822 0.93904
Br -2.00909 -4.05991 3.08861
Br -3.38932 -2.15520 0.93092
H -4.40173 -3.56831 2.68814
C 4.96406 -5.46856 -4.90046
Br 3.21398 -5.95465 -5.54549
Br 4.86221 -4.13938 -3.50128
Br 5.97547 -7.00968 -4.34292
H 5.49680 -5.01781 -5.72691
C 2.41977 -4.06544 2.34746
Br 1.56691 -2.33417 2.42068
Br 2.53323 -4.73081 0.54145
Br 4.14271 -4.04957 3.21049
H 1.79126 -4.75076 2.90108
C -1.79740 -3.33494 -6.87420
Br -0.19621 -4.39666 -7.06021
Br -3.31869 -4.18644 -7.69475
Br -2.14248 -2.87870 -5.03199
H -1.62652 -2.40817 -7.40492
C -9.66422 3.32328 1.87137
Br -8.06605 3.09283 2.93060
Br -9.26733 3.34130 -0.01474
Br -11.00403 2.00879 2.30455
H -10.07455 4.29248 2.12044
```

Properties
Frontier orbital gap   6.622 eV
Relative energy (zero: lowest compared OMol25 entry of this formula, charge and spin)   0.0 kJ/mol
Net charge   +1
Electronic energy   -2137553.793 eV
Lowest unoccupied orbital energy   -4.48 eV
Highest occupied orbital energy   -11.11 eV

These are the Mulliken partial charges, in e, on atoms 1 to 6: atom 1 (N): -0.20, atom 2 (C): 0.14, atom 3 (C): -0.53, atom 4 (C): 0.37, atom 5 (C): 0.27, atom 6 (O): -0.46